DFT (the ωB97M-V functional and the def2-TZVPD basis) results for a molecular structure, C37H57ClIKN2O2P2S3Si4.

Structure (XYZ):
```
110
Properties=species:S:1:pos:R:3:forces:R:3
K 0.640899 1.689225 -0.145879 -0.4 -0.2 -0.3
C 4.091826 1.607839 -3.073827 0.0 0.0 0.0
P 3.657412 1.810660 -1.297696 0.1 0.1 0.1
C 3.948553 3.617685 -1.126559 0.0 0.0 0.0
C 5.210028 1.110491 -0.550473 0.0 0.0 0.0
C 6.470453 1.621304 -0.870088 0.0 0.0 0.0
C 7.628701 1.088537 -0.335588 0.0 0.0 0.0
C 7.544788 0.013715 0.541312 0.0 0.0 0.0
C 6.304695 -0.501564 0.870047 0.0 0.0 0.0
C 5.125440 0.028856 0.338741 0.0 0.0 0.0
P 3.469513 -0.655559 0.845262 0.0 0.0 0.0
C 3.621632 -0.361724 2.658808 0.0 0.0 0.0
C 3.838186 -2.466036 0.813627 0.0 0.0 0.0
H 5.079814 2.010917 -3.311638 0.0 0.0 0.0
H 3.339164 2.133817 -3.661713 0.0 0.0 0.0
H 4.058275 0.551114 -3.343290 0.0 0.0 0.0
H 4.895385 3.963190 -1.549372 0.0 0.0 0.0
H 3.888193 3.902218 -0.075637 0.0 0.0 0.0
H 3.121817 4.107760 -1.644063 0.0 0.0 0.0
H 6.542823 2.458737 -1.555217 0.0 0.0 0.0
H 8.593538 1.506112 -0.599152 0.0 0.0 0.0
H 8.442976 -0.416721 0.968736 0.0 0.0 0.0
H 6.253615 -1.333653 1.562248 0.0 0.0 0.0
H 4.543648 -0.774552 3.075847 0.0 0.0 0.0
H 2.763067 -0.812238 3.155037 0.0 0.0 0.0
H 3.585747 0.713069 2.834302 0.0 0.0 0.0
H 4.666077 -2.765620 1.459825 0.0 0.0 0.0
H 4.057022 -2.768956 -0.211754 0.0 0.0 0.0
H 2.939472 -2.994470 1.135295 0.0 0.0 0.0
S 0.778776 5.281540 1.399101 0.0 -0.1 0.1
C -0.751015 4.954921 0.736423 0.1 0.1 -0.2
N -1.223378 3.805919 0.326939 0.0 0.0 0.1
C -2.493813 3.913203 -0.193980 -0.1 -0.1 0.0
C -3.230436 2.845576 -0.703811 -0.1 0.0 0.0
C -4.501511 3.073013 -1.198286 0.0 0.0 0.0
C -5.053671 4.355408 -1.192688 0.0 0.0 0.0
C -4.334670 5.427772 -0.684275 0.0 0.0 0.0
C -3.060048 5.199268 -0.185873 0.0 0.1 -0.1
S -1.904953 6.302388 0.491970 0.0 0.0 0.1
H -2.802730 1.850980 -0.695301 0.0 0.0 0.0
H -5.070097 2.242625 -1.597998 0.0 0.0 0.0
H -6.048523 4.516048 -1.588520 0.0 0.0 0.0
H -4.758032 6.424674 -0.682266 0.0 0.0 0.0
Cl 0.384136 -0.581928 -7.443227 0.0 0.0 0.0
C 0.504906 0.308955 -5.933519 0.0 0.0 0.0
C 0.296225 1.659795 -5.936496 0.0 0.0 0.0
C 0.412120 2.405046 -4.762450 0.0 0.0 0.0
I 0.173080 4.477192 -4.827445 0.0 0.0 0.0
C 0.752200 1.846755 -3.509817 0.0 0.0 -0.1
O 0.951289 2.505287 -2.462304 0.0 0.2 -0.5
C 0.898746 0.379872 -3.531642 0.0 0.0 0.0
N 1.140255 -0.207796 -2.339220 0.0 0.1 0.0
C 1.345427 -1.498832 -2.289975 0.0 0.0 0.0
C 1.343805 -2.319069 -3.430418 0.0 0.0 0.0
C 1.070206 -1.757085 -4.644130 0.0 0.0 0.0
C 0.818370 -0.370418 -4.732877 0.0 0.0 0.0
H 0.052039 2.158103 -6.865787 0.0 0.0 0.0
H 1.513767 -1.918920 -1.304023 0.0 0.0 0.0
H 1.521411 -3.382074 -3.330950 0.0 0.0 0.0
H 1.029899 -2.359939 -5.541905 0.0 0.0 0.0
C 0.874354 1.138619 4.798312 0.1 0.0 0.0
S 0.831978 2.375498 3.481692 -0.1 -0.1 0.0
C -0.922843 2.720181 3.620299 0.0 0.0 -0.1
O 0.998517 1.584352 2.224021 0.3 0.0 0.9
H 0.631946 1.614440 5.747937 0.0 0.0 0.0
H 1.887084 0.742851 4.831366 0.0 0.0 0.0
H 0.173072 0.338330 4.569792 0.0 0.0 0.0
H -1.452853 1.835290 3.265110 0.0 0.0 0.0
H -1.133173 3.573291 2.984331 0.0 0.1 -0.1
H -1.168477 2.939660 4.658656 0.0 0.0 0.0
C -4.345293 0.552887 2.137773 0.0 0.0 0.0
Si -3.487069 -1.124308 2.344101 0.0 0.0 0.0
C -4.946274 -2.327486 2.584894 0.0 0.0 0.0
C -2.703177 -1.056410 4.077340 0.0 0.0 0.0
Si -1.844992 -1.464104 0.712439 0.0 0.1 0.0
Si -3.176188 -2.229777 -1.049387 0.0 0.0 0.0
C -2.150184 -2.938154 -2.479512 0.0 0.0 0.0
C -4.533499 -3.531484 -0.745892 0.1 0.0 0.0
C -4.111179 -0.769786 -1.818638 -0.1 0.0 0.0
Si -0.970635 -3.443882 1.578004 0.0 0.0 0.0
C 0.344070 -2.993506 2.878452 0.0 -0.1 0.0
C -2.073630 -4.724973 2.457105 0.0 0.0 0.0
C -0.035733 -4.499502 0.299106 0.0 0.0 0.0
H -4.997393 0.765475 2.991872 0.0 0.0 0.0
H -4.960444 0.570306 1.234703 0.0 0.0 0.0
H -3.625935 1.368716 2.043596 0.0 0.0 0.0
H -5.430305 -2.131386 3.548167 0.0 0.0 0.0
H -4.630818 -3.370022 2.565297 0.0 -0.1 0.0
H -5.696205 -2.194232 1.804906 0.0 0.0 0.0
H -3.436515 -0.715057 4.814979 0.0 0.0 0.0
H -1.857615 -0.367478 4.091936 0.0 0.0 0.0
H -2.338473 -2.035974 4.391663 0.0 0.0 0.0
H -1.337673 -3.582213 -2.143888 0.0 -0.1 0.0
H -1.704585 -2.125161 -3.055734 0.1 0.0 0.0
H -2.790053 -3.516503 -3.153714 0.0 0.0 0.0
H -4.135408 -4.428369 -0.266783 0.0 0.0 0.0
H -4.993378 -3.825921 -1.695496 0.0 0.0 0.0
H -5.316352 -3.135926 -0.100188 0.0 0.0 0.0
H -3.418203 0.020923 -2.110981 0.0 0.0 0.0
H -4.827408 -0.341032 -1.111052 0.0 0.0 0.0
H -4.661698 -1.082328 -2.711954 0.0 0.0 0.0
H -0.119305 -2.615722 3.792562 0.0 0.0 0.0
H 0.971958 -3.851387 3.143153 0.0 0.0 0.0
H 0.980299 -2.198921 2.487907 0.1 0.1 0.0
H -2.559556 -4.296757 3.335523 0.0 0.0 0.0
H -1.478536 -5.584792 2.784169 0.0 0.0 0.0
H -2.859137 -5.087741 1.790739 0.0 0.0 0.0
H 0.583644 -3.892830 -0.362479 0.0 0.1 0.0
H -0.735034 -5.058684 -0.326672 0.0 0.0 0.0
H 0.611769 -5.221436 0.808080 0.0 0.0 0.0
```
Forces are in eV/Å.

Summary:
Relative energy (zero: lowest compared OMol25 entry of this formula, charge and spin): 16.6 kcal per mole
HOMO-LUMO gap: 5.44 eV
Highest occupied orbital energy: -0.065 Eh
Maximum force: 0.9 eV/Å
Calculated total energy: -165918.271 eV
Charge: -2
LUMO energy: 3.7 eV